[1]
Density functional theory data (ωB97M-V with the def2-TZVPD basis set) for a structure of composition C5H6CaO4 at a distorted geometry.

The geometry in XYZ format:
```
16
Properties=species:S:1:pos:R:3:nbo_charge:R:1
C -1.150 -2.263 0.293 -0.11
C 0.138 -1.801 0.712 -0.21
O 0.393 -0.466 0.219 -0.64
C 1.654 -0.044 0.027 0.97
O 2.651 -0.675 -0.009 -0.44
O 1.482 1.268 -0.269 -0.84
Ca -0.542 1.701 0.132 1.91
H -1.309 -3.312 0.550 0.28
H -1.668 -1.843 -0.570 0.24
H 0.999 -2.443 0.524 0.29
H -0.569 -1.648 2.190 0.38
H 2.278 1.737 -0.565 0.58
C -2.118 -1.358 2.057 -0.70
C -2.351 -0.102 1.788 0.71
O -2.167 0.969 1.296 -0.74
H -2.664 -1.844 2.866 0.33
```

Results
Net charge = +2
HOMO energy = -16.5 eV
Energy above the lowest of the compared OMol25 structures with the same formula, charge and spin = 0.914 eV
E_LUMO = -8.9 eV

***

[2]
Density functional theory data (ωB97M-V with the def2-TZVPD basis set) for a cluster of 13 separate species, C17H55FN18O16 in total at a distorted geometry.

The geometry in XYZ format:
```
107
Properties=species:S:1:pos:R:3:mulliken_charge:R:1
O 2.470 0.390 0.976 -0.07
H 3.171 0.566 0.345 0.46
H 2.137 1.236 1.283 0.65
H 1.742 -0.060 0.541 -0.17
F 0.065 -0.127 -0.173 0.30
C -3.959 -7.621 5.379 -1.22
C -3.894 -6.278 4.743 -0.08
O -4.853 -5.925 3.723 -0.30
C -5.067 -4.565 3.539 0.68
O -6.119 -4.136 3.029 -0.59
O -3.954 -3.877 3.787 -0.27
C -3.840 -2.543 3.297 -0.56
H -4.940 -7.577 5.853 0.33
H -3.337 -7.596 6.274 0.36
H -3.780 -8.442 4.685 0.31
H -2.947 -6.274 4.203 0.24
H -3.824 -5.576 5.575 0.30
H -3.513 -2.469 2.260 0.19
H -3.069 -1.987 3.831 0.18
H -4.770 -1.997 3.454 0.42
C 2.846 5.585 -9.099 -1.17
C 3.177 4.658 -7.901 -0.27
O 1.920 4.277 -7.233 -0.31
C 2.097 3.473 -6.165 0.78
O 3.185 3.045 -5.747 -0.77
O 0.882 3.213 -5.706 -0.38
C 0.667 2.283 -4.679 -0.30
H 3.807 5.824 -9.556 0.38
H 2.329 6.488 -8.774 0.32
H 2.346 4.954 -9.834 0.31
H 3.946 5.078 -7.252 0.34
H 3.567 3.728 -8.315 0.30
H 0.847 2.783 -3.728 0.01
H 1.229 1.351 -4.743 0.33
H -0.394 2.044 -4.747 0.32
C -1.644 -3.302 0.406 0.30
O -2.200 -4.350 0.258 -0.80
N -0.512 -3.203 0.964 0.17
N -2.155 -2.186 0.113 -0.14
H -0.154 -4.147 0.976 0.13
H 0.052 -2.372 0.849 0.01
H -1.596 -1.352 0.223 0.08
H -3.012 -2.282 -0.414 0.21
C -2.224 0.573 2.849 -0.16
O -3.060 0.963 3.629 -0.77
N -1.247 -0.243 3.065 0.62
N -2.155 0.939 1.594 0.31
H -0.544 -0.517 2.394 -0.38
H -1.067 -0.240 4.059 0.29
H -1.420 0.507 1.053 -0.77
H -3.063 1.239 1.270 0.53
C 0.145 3.227 2.251 0.38
O 0.845 2.338 1.782 -0.69
N -0.101 4.351 1.633 -0.28
N -0.476 3.274 3.414 -0.31
H 0.137 4.621 0.689 0.11
H -0.642 5.085 2.068 0.15
H -0.596 2.387 3.882 0.18
H -0.940 4.065 3.836 0.23
C -4.443 4.360 2.584 0.48
O -5.326 5.203 2.568 -0.69
N -3.823 3.977 3.685 -0.23
N -3.899 3.726 1.502 -0.16
H -4.198 4.334 4.552 0.19
H -3.180 3.198 3.712 0.12
H -4.395 3.822 0.627 0.19
H -3.158 3.051 1.626 0.08
C 1.824 -1.552 -2.900 0.39
O 2.549 -1.976 -3.735 -0.75
N 0.731 -0.938 -3.090 -0.12
N 1.993 -1.736 -1.619 0.10
H 0.208 -0.866 -2.229 -0.10
H 0.301 -0.828 -3.998 0.32
H 2.887 -2.104 -1.326 0.19
H 1.214 -1.392 -1.075 -0.32
C 3.684 -3.944 -0.120 0.78
O 4.206 -2.828 -0.180 -0.78
N 2.558 -4.156 0.491 -0.12
N 4.038 -5.012 -0.762 -0.44
H 2.102 -5.053 0.588 0.20
H 2.254 -3.419 1.111 -0.16
H 3.478 -5.851 -0.721 0.15
H 4.894 -4.873 -1.278 0.28
C 3.719 1.908 -2.414 0.74
O 4.097 1.321 -1.399 -0.89
N 3.293 3.099 -2.503 -0.25
N 3.689 1.297 -3.488 -0.21
H 3.211 3.632 -1.649 0.18
H 3.281 3.568 -3.397 0.16
H 3.647 0.290 -3.423 0.17
H 3.394 1.808 -4.307 0.16
C 2.314 -1.893 3.295 0.69
O 1.555 -1.882 2.336 -0.31
N 3.575 -2.234 3.185 -0.42
N 1.965 -1.602 4.508 -0.46
H 3.978 -2.340 2.265 0.11
H 4.122 -2.197 4.033 0.17
H 1.011 -1.284 4.602 0.18
H 2.685 -1.535 5.213 0.17
C -1.342 2.848 -1.714 0.31
O -1.921 3.833 -2.141 -0.77
N -1.779 1.652 -1.902 -0.14
N -0.137 2.954 -1.254 0.26
H -2.634 1.505 -2.418 0.23
H -1.434 0.900 -1.323 0.02
H 0.449 3.776 -1.294 0.21
H 0.224 2.133 -0.790 -0.38
```

Results
Net charge = 0
HOMO energy = -9.3 eV
E_LUMO = -0.3 eV

***

[3]
Density functional theory data (ωB97M-V with the def2-TZVPD basis set) for a cluster of 2 separate species, C5H6N2O in total at a distorted geometry.

The geometry in XYZ format:
```
14
Properties=species:S:1:pos:R:3:nbo_charge:R:1
C 0.581 -1.204 2.009 -0.52
C 0.543 -0.715 0.675 0.45
C 1.367 -0.162 -1.329 0.08
C 0.331 0.703 -1.254 -0.14
C -1.503 0.740 0.435 0.25
H 0.054 -0.503 2.961 0.25
H 1.229 -2.078 2.207 0.24
H 2.015 -0.653 -1.988 0.23
H 0.178 1.350 -2.168 0.28
H -2.250 0.029 1.139 0.21
H -1.113 2.662 -0.699 0.28
N -0.440 0.107 -0.088 -0.46
N -2.110 1.840 -0.063 -0.62
O 1.226 -1.325 -0.452 -0.50
```

Results
Net charge = 0
HOMO energy = -8.6 eV
Energy above the lowest of the compared OMol25 structures with the same formula, charge and spin = 6.792 eV
E_LUMO = 0.6 eV

***

Calculated Kohn-Sham gap, 7.7, 9.1, 9.1 eV (same order as the records).